ORCA calculation (ωB97M-V with the def2-TZVPD basis set) on 2 unconnected molecules or ions with the total composition C4H7N4O2 in a non-equilibrium geometry.

Output
**Charge**: +1
**E**: -14302.71964 eV
**Gap between HOMO and LUMO (alpha / beta)**: 6.090 / 9.468 eV
**<S²>**: 2.009
**Spin multiplicity**: 3
**Highest occupied orbital energy (alpha / beta)**: -11.3 / -14.9 eV
**ΔE to the lowest compared entry with this formula, charge and spin**: 112.48 kJ/mol
**M**: 143.1 Da
**Largest force on an atom**: 4.55 eV/Å

```
17
Properties=species:S:1:pos:R:3:forces:R:3:lowdin_charge:R:1
C 0.01776 -1.00628 -0.75245 -0.25 -3.25 -1.49 -0.01
C -0.39518 0.18277 -0.28505 0.86 3.15 -1.38 -0.05
C -0.31721 -2.15204 -0.00857 0.89 0.07 -1.24 -0.05
C -1.20910 -0.87558 1.60254 0.04 1.12 1.88 -0.01
N -0.86247 -2.06152 1.17862 -1.02 0.67 0.55 0.13
N -0.90874 0.32368 0.92462 -1.41 -4.31 0.35 -0.11
N 2.95153 0.90661 -2.06980 -0.12 -0.90 0.62 -0.12
N -1.22848 1.50650 1.41021 -2.17 3.03 2.29 0.13
O 3.27988 1.84726 -2.73887 0.53 0.72 -0.81 0.09
O 1.94405 1.18558 -1.13413 -0.95 -1.58 2.18 -0.08
H 0.41772 -1.22090 -1.77541 -0.27 0.93 1.04 0.16
H -0.22426 1.14535 -0.84491 -0.30 -1.20 0.55 0.17
H -0.16922 -3.15743 -0.41248 0.20 0.34 0.19 0.14
H -1.71737 -0.83479 2.62766 0.81 0.46 -1.66 0.18
H 1.81911 0.38108 -0.48814 1.31 1.97 -2.08 0.13
H -2.09527 1.54443 2.01391 1.46 -0.56 -0.81 0.17
H -1.30276 2.28528 0.75225 0.41 -0.65 -0.18 0.14
```
Positions in Å, forces in eV/Å.